Record 1
The following is a quantum chemistry calculation of a single C22H22N4O2 molecule at a distorted geometry, from the Open Molecules 2025 dataset.

Structure (XYZ):
```
50
C22H22N4O2, DFT ωB97M-V with the def2-TZVPD basis set
C 3.2812 -0.0272 -2.7156
C 2.7927 -1.1272 -1.7816
C 3.3796 -0.9790 -0.3660
N 2.3488 -0.8499 0.6574
C 1.6148 0.2797 0.6751
O 1.7971 1.2062 -0.0868
C 0.4872 0.3236 1.7196
N -0.6460 0.9888 1.1165
N -1.0425 2.1159 1.6968
C -1.9969 2.8147 1.1723
C -2.6268 2.4107 -0.0256
C -2.1892 1.2240 -0.6171
N -2.8908 0.9888 -1.7598
C -3.7894 2.0049 -1.9410
C -4.7167 2.2031 -2.9561
C -5.5101 3.3287 -2.8865
C -5.3911 4.2419 -1.8358
C -4.4749 4.0540 -0.8244
C -3.6611 2.9250 -0.8691
C -1.1367 0.4302 -0.0491
O -0.6950 -0.6276 -0.4853
C 2.2964 -1.8311 1.6847
C 2.8827 -1.5377 2.9104
C 2.8808 -2.4711 3.9304
C 2.2912 -3.7061 3.7226
C 1.7035 -3.9952 2.5042
C 1.6911 -3.0714 1.4661
C 1.0324 -3.3864 0.1626
H 2.9836 0.9407 -2.3212
H 2.8458 -0.1496 -3.7046
H 4.3653 -0.0528 -2.8113
H 3.0571 -2.1029 -2.1947
H 1.7058 -1.0726 -1.7151
H 3.9960 -1.8380 -0.0967
H 4.0012 -0.0780 -0.3304
H 0.2053 -0.6869 2.0257
H 0.7914 0.9140 2.5845
H -2.2691 3.7141 1.7007
H -2.7395 0.2003 -2.3666
H -4.8097 1.4993 -3.7694
H -6.2406 3.5113 -3.6604
H -6.0327 5.1101 -1.8223
H -4.3845 4.7613 -0.0143
H 3.3412 -0.5697 3.0520
H 3.3385 -2.2363 4.8793
H 2.2860 -4.4435 4.5112
H 1.2371 -4.9581 2.3520
H 0.4253 -2.5460 -0.1690
H 0.4028 -4.2677 0.2558
H 1.7813 -3.5793 -0.6040
```

DFT total energy: -1221.09394 Eh
F_max: 1.03 eV/Å
LUMO energy: 0.432 eV
SMILES: CCCN(C(=O)Cn1ncc2c([nH]c3ccccc32)c1=O)c1ccccc1C
energy relative to the best compared isomer or geometry (same formula, charge and spin): 5.58 kcal/mol

Record 2
The following is a quantum chemistry calculation of 14 unconnected molecules or ions with the total composition C51H76BFN2O45 at a distorted geometry, from the Open Molecules 2025 dataset.

Structure (XYZ):
```
176
C51H76BFN2O45, DFT ωB97M-V with the def2-TZVPD basis set
C -0.4253 -3.1867 1.3653
C -1.1708 -1.8391 0.7531
C -0.9950 -1.7054 -0.9041
C -1.7544 -3.0270 -1.5287
C -2.4501 -2.7944 -2.9933
O -3.5307 -3.5732 -3.2790
O -2.0014 -1.8738 -4.0490
O -1.4987 -0.4138 -1.4309
C -2.8525 -0.1114 -0.9480
B -3.4083 1.1506 -1.8936
C -2.4639 1.6115 -3.1949
O -4.6690 1.8577 -1.5852
C 0.6295 -1.7210 -1.3057
O 1.2736 -0.8612 -0.2567
N 0.7228 -1.1380 -2.6998
C 1.2999 -2.1025 -3.7089
N 0.6520 -3.5028 -3.6638
C 1.7717 -4.4562 -4.1224
C 1.4133 0.2056 -2.6934
C 1.5213 0.9217 -4.1892
O 2.6317 0.5913 -4.9025
F 0.5283 1.8892 -4.7163
H 0.3053 -3.7111 0.6177
H 0.0640 -2.9711 2.4312
H -1.2844 -3.9852 1.5888
H -2.3167 -1.9563 1.0682
H -0.8161 -0.8427 1.3069
H -2.5919 -3.3563 -0.7479
H -0.9807 -3.9298 -1.5524
H -2.6877 -1.9510 -4.7763
H -2.8810 0.2870 0.1622
H -3.6255 -0.9822 -1.1074
H -2.8712 2.6044 -3.6630
H -1.3783 1.8146 -2.7978
H -2.4229 0.7013 -3.9408
H -5.1636 1.8908 -2.4567
H 1.1193 -2.7770 -1.1745
H 2.2070 -1.1948 -0.0651
H 2.4669 -2.1504 -3.5261
H 1.1616 -1.7591 -4.8425
H -0.0750 -3.5995 -4.4067
H 2.4274 -3.9042 -4.9349
H 2.4917 -4.7722 -3.2525
H 1.3158 -5.4058 -4.6670
H 2.5380 0.1614 -2.2969
H 0.7857 0.9802 -2.0367
C -6.7098 -4.0397 -2.7764
C -6.9954 -4.7542 -4.0574
O -8.3313 -5.1915 -3.8953
C -8.9105 -4.3653 -2.9757
O -10.1031 -4.3473 -2.7207
O -7.9816 -3.5617 -2.3801
H -6.0085 -3.2113 -2.9091
H -6.3265 -4.7100 -2.0000
H -6.9435 -4.0906 -4.9270
H -6.3260 -5.6037 -4.2182
C -0.3496 -8.1662 -2.1439
C -1.3645 -7.2741 -1.5059
O -0.6532 -6.6871 -0.4329
C 0.6719 -6.7450 -0.7562
O 1.5574 -6.1796 -0.1366
O 0.8763 -7.5170 -1.8633
H -0.4992 -8.2624 -3.2228
H -0.3308 -9.1655 -1.6965
H -1.7065 -6.4812 -2.1794
H -2.2330 -7.8278 -1.1388
C -4.0664 3.0180 1.1715
C -4.0991 4.4304 1.6582
O -4.2772 4.2893 3.0548
C -3.8148 3.0495 3.3906
O -3.6596 2.6592 4.5357
O -3.5480 2.3044 2.2784
H -3.4240 2.8942 0.2953
H -5.0645 2.6326 0.9386
H -3.1576 4.9583 1.4732
H -4.9201 5.0032 1.2183
C 0.7273 5.3048 -6.7390
C 1.1989 5.1101 -5.3345
O 0.5082 6.1152 -4.6170
C -0.6072 6.4242 -5.3409
O -1.5169 7.1292 -4.9371
O -0.5721 5.8408 -6.5745
H 0.6917 4.3670 -7.3002
H 1.3401 6.0262 -7.2897
H 0.9182 4.1314 -4.9312
H 2.2805 5.2377 -5.2372
C -0.2493 8.3096 2.6120
C -0.5349 7.5950 1.3310
O -1.8708 7.1577 1.4931
C -2.4500 7.9839 2.4127
O -3.6426 8.0019 2.6678
O -1.5211 8.7875 3.0083
H 0.4520 9.1379 2.4793
H 0.1340 7.6393 3.3884
H -0.4830 8.2587 0.4615
H 0.1345 6.7455 1.1702
C -1.5468 -7.4344 4.3473
C -1.1347 -8.1769 3.1177
O -1.9020 -7.5673 2.0970
C -2.2247 -6.3158 2.5367
O -2.7367 -5.4529 1.8433
O -1.8987 -6.1559 3.8527
H -0.7373 -7.3578 5.0784
H -2.4225 -7.8796 4.8310
H -0.0721 -8.0467 2.8870
H -1.3558 -9.2457 3.1833
C 2.3532 -3.6136 6.0284
C 2.7653 -4.3561 4.7988
O 1.9980 -3.7465 3.7781
C 1.6753 -2.4950 4.2179
O 1.1633 -1.6321 3.5245
O 2.0013 -2.3352 5.5338
H 3.1627 -3.5371 6.7595
H 1.4775 -4.0589 6.5121
H 3.8279 -4.2259 4.5681
H 2.5442 -5.4250 4.8644
C -2.8655 0.3446 6.3661
C -4.0445 -0.5605 6.5201
O -3.4659 -1.7784 6.9491
C -2.2697 -1.4672 7.5287
O -1.5834 -2.2552 8.1578
O -1.9426 -0.1595 7.3133
H -3.1108 1.3882 6.5813
H -2.4179 0.2824 5.3687
H -4.7427 -0.2108 7.2879
H -4.5883 -0.6988 5.5816
C -7.4933 -5.3420 -8.4661
C -6.8505 -4.6979 -9.6514
O -5.8829 -3.8431 -9.0724
C -5.5932 -4.3499 -7.8384
O -4.6781 -3.9613 -7.1318
O -6.4600 -5.3484 -7.4991
H -7.8322 -6.3598 -8.6779
H -8.3359 -4.7594 -8.0792
H -6.3419 -5.4223 -10.2963
H -7.5634 -4.1264 -10.2520
C 5.7157 -1.4240 3.6039
C 6.5605 -0.6988 4.6007
O 5.9791 -1.0553 5.8405
C 5.3254 -2.2380 5.6469
O 4.8548 -2.9195 6.5423
O 5.2680 -2.5588 4.3212
H 6.2821 -1.7240 2.7180
H 4.8454 -0.8389 3.2889
H 7.6026 -1.0351 4.5890
H 6.5350 0.3849 4.4577
C 9.6407 0.4735 7.8327
C 10.3345 -0.8193 7.5493
O 9.7929 -1.2129 6.3028
C 9.3450 -0.0788 5.6888
O 8.9729 -0.0249 4.5285
O 9.3688 0.9865 6.5420
H 10.2670 1.1664 8.4012
H 8.6935 0.3321 8.3636
H 11.4176 -0.6977 7.4419
H 10.1358 -1.5747 8.3145
C 3.3157 11.2072 2.0087
C 4.1605 11.9323 3.0056
O 3.5791 11.5758 4.2454
C 2.9254 10.3931 4.0517
O 2.4548 9.7116 4.9472
O 2.8680 10.0723 2.7261
H 3.8821 10.9072 1.1228
H 2.4454 11.7922 1.6937
H 5.2026 11.5961 2.9938
H 4.1350 13.0161 2.8625
C 4.8157 7.8132 -5.8635
C 5.6605 8.5383 -4.8667
O 5.0791 8.1818 -3.6269
C 4.4254 6.9991 -3.8206
O 3.9548 6.3176 -2.9251
O 4.3680 6.6784 -5.1462
H 5.3821 7.5132 -6.7495
H 3.9454 8.3983 -6.1786
H 6.7026 8.2021 -4.8785
H 5.6350 9.6221 -5.0098
```

DFT total energy: -5608.79755 Eh
F_max: 9.85 eV/Å
LUMO energy: 0.211 eV

> Which value of F_max does entry 2 give?

9.85 eV/Å

> Among the records above, which one has the lowest LUMO energy?

C51H76BFN2O45

> Look up the F_max of the first one.

1.03 eV/Å